one:
DFT (ωB97M-V/def2-TZVPD) results for a cluster of 3 separate species, C4H11NO3 in total.

Structure (XYZ):
```
19
C4H11NO3, DFT ωB97M-V/def2-TZVPD
C 0.88114 -0.11706 -0.58788
N 1.57972 0.82049 0.31977
C 1.80130 2.11354 -0.34274
O 1.89528 2.08004 -1.57935
O 1.68633 3.09967 0.44224
C -0.60515 0.20452 -0.79068
C -1.26526 -0.90419 -1.63901
H 1.43096 -0.47993 -1.44942
H 0.83542 -0.97225 0.10166
H 0.95708 1.02233 1.09193
H -1.02763 -0.98164 1.28677
H -0.74943 1.19971 -1.21618
H -1.00577 0.25980 0.23140
H -1.17573 -1.93879 -1.23808
H -2.30865 -0.74300 -1.91157
H -0.64995 -0.92709 -2.54421
H -0.57025 -0.73856 2.74222
H -1.09161 -1.90023 3.42597
O -0.61782 -1.09735 3.65714
```

Values from the calculation:
- multiplicity = 2
- net charge = -1
- orbital gap (spin up / spin down) (eV) = 7.693 / 5.122
- HOMO energy (spin up / spin down) (eV) = -4.12 / -4.11

two:
DFT (ωB97M-V/def2-TZVPD) results for a cluster of 2 separate species, C4H11NO3 in total.

Structure (XYZ):
```
19
C4H11NO3, DFT ωB97M-V/def2-TZVPD
C 0.89732 -0.55864 0.12047
C 0.60423 0.63396 1.05727
C -0.07568 0.17335 2.44244
O 0.74216 0.11160 3.44741
N 0.24590 -0.32318 -1.27156
C -0.22797 -1.64088 -1.94674
O 0.04279 -1.61134 -3.19651
H 0.57458 -1.42582 0.71045
H 1.87070 -0.65663 -0.03729
H 1.42183 1.28701 1.37236
H -0.20953 1.22342 0.61362
H -0.79978 0.84421 2.51238
H -0.51012 -0.81763 2.32395
H 0.96497 0.06958 -1.99239
H -1.34091 -1.67230 -1.70184
H 0.20894 -2.56521 -1.34926
H -1.74852 2.52802 -0.35292
H -1.21108 1.74424 -1.57401
O -1.44983 2.65625 -1.17783
```

Values from the calculation:
- multiplicity = 2
- net charge = -1
- orbital gap (spin up / spin down) (eV) = 6.390 / 4.203
- HOMO energy (spin up / spin down) (eV) = -2.90 / -2.88

On energetic grounds, one is preferred over the next structure by 0.0875 hartree.

one:
DFT (ωB97M-V/def2-TZVPD) results for the ion CH7N4 with charge +1.

Structure (XYZ):
```
12
CH7N4, DFT ωB97M-V/def2-TZVPD
C 1.83943 -0.38872 0.02732
N 0.51828 -0.91115 0.08868
N -0.65507 -0.08769 0.07705
N -1.72952 -0.81181 -0.06704
N -0.74080 1.28515 0.16050
H 1.70088 0.73200 -0.03984
H 2.34972 -0.89207 -0.76764
H 2.52099 -0.44907 0.94670
H -1.62287 -1.76744 -0.47491
H -2.58473 -0.32968 0.06824
H -0.00826 1.91973 -0.12713
H -1.58805 1.70075 0.10806
```

Values from the calculation:
- net charge = +1
- SMILES = CN=[N+](N)N
- orbital gap (spin up / spin down) (eV) = 8.956 / 8.956
- HOMO energy (spin up / spin down) (eV) = -14.50 / -14.50

two:
DFT (ωB97M-V/def2-TZVPD) results for a cluster of 2 separate species, CH7N4 in total.

Structure (XYZ):
```
12
CH7N4, DFT ωB97M-V/def2-TZVPD
C -2.21876 1.25580 -2.44847
N -1.21375 1.15572 -1.69563
N -0.34957 0.34174 0.19497
N 1.47505 -0.93337 1.56622
N -0.60674 0.29288 -1.01419
H -2.20287 2.09324 -3.09222
H -3.02525 0.49836 -2.38658
H 1.04622 -1.30749 2.36493
H -1.12095 0.91423 0.73714
H 2.40108 -1.43138 1.29165
H 1.91411 -0.02350 1.86931
H 0.70775 -0.50941 0.89931
```

Values from the calculation:
- net charge = +1
- orbital gap (eV) = 10.263
- HOMO energy (eV) = -13.98

On energetic grounds, two is preferred over the next structure by 0.0653 hartree.

one:
DFT (ωB97M-V/def2-TZVPD) results for a structure of composition C3H12N4.

Structure (XYZ):
```
19
C3H12N4, DFT ωB97M-V/def2-TZVPD
C -0.23148 0.98280 0.42729
C 0.89142 -0.05601 0.21360
C 0.25354 -2.67473 -0.76486
N 1.54693 -0.13660 -0.91593
N -1.15845 0.84701 -0.69592
N -0.92676 0.83274 1.70304
N 0.38518 2.29204 0.46130
H 0.94277 0.12849 -1.69819
H -1.90609 1.52579 -0.59942
H -0.32938 1.14116 2.46191
H -0.31731 3.00602 0.62209
H -1.58412 -0.07479 -0.69734
H -1.18021 -0.13729 1.86904
H 0.84567 2.49495 -0.41737
H 0.19312 -1.66576 0.11716
H 1.51021 -0.17913 1.10412
H 1.31299 -2.49860 -0.83132
H -0.31421 -2.09321 -1.47142
H 0.06617 -3.73488 -0.88778
```

Values from the calculation:
- orbital gap (eV) = 9.827
- HOMO energy (eV) = -9.37

two:
DFT (ωB97M-V/def2-TZVPD) results for a cluster of 2 separate species, C3H12N4 in total.

Structure (XYZ):
```
19
C3H12N4, DFT ωB97M-V/def2-TZVPD
N 1.17261 0.16396 -0.95369
C 0.79191 1.16227 -1.86690
C -0.40181 1.74089 -1.95106
N -0.73891 2.60645 -3.05704
H 1.77502 -0.49962 -1.42108
H 0.38631 -0.33119 -0.55301
H 1.58760 1.49657 -2.52174
H -1.16660 1.48888 -1.21976
H -0.97150 3.53547 -2.72900
H -1.53027 2.20072 -3.53810
N -0.42807 -0.45530 1.60777
C -0.19549 -1.89436 1.70635
N 0.29400 -2.42453 2.97505
H -1.15357 -0.16901 2.25728
H 0.40315 0.05893 1.87849
H -1.14509 -2.37781 1.48688
H 0.54054 -2.15979 0.94787
H 1.14785 -1.94148 3.24009
H -0.36769 -2.20104 3.71159
```

Values from the calculation:
- SMILES = N/C=C/N.NCN
- orbital gap (eV) = 9.022
- HOMO energy (eV) = -8.01

On energetic grounds, two is preferred over the next structure by 0.0628 hartree.

one:
DFT (ωB97M-V/def2-TZVPD) results for a cluster of 2 separate species, C3H3I3O in total.

Structure (XYZ):
```
10
C3H3I3O, DFT ωB97M-V/def2-TZVPD
O -1.18037 0.37878 1.39688
C -0.32572 0.11330 0.64091
C 0.62105 -0.15632 -0.18848
I 0.13427 -1.63358 -1.64846
C 1.97913 0.52717 -0.25279
I 3.56760 -0.57379 0.67574
H 1.71219 1.51981 0.28067
H 2.11225 0.73700 -1.23403
I -5.05010 -0.25429 0.39067
H -3.57030 -0.65808 -0.06110
```

Values from the calculation:
- SMILES = O=C=C(I)CI.I
- orbital gap (eV) = 8.296
- HOMO energy (eV) = -9.06

two:
DFT (ωB97M-V/def2-TZVPD) results for a cluster of 2 separate species, C3H3I3O in total.

Structure (XYZ):
```
10
C3H3I3O, DFT ωB97M-V/def2-TZVPD
C -1.04114 -1.06127 -0.97093
C -0.87855 -1.05570 0.32245
I -2.20431 0.09464 1.55861
C 0.24240 -1.76095 1.10528
O 0.66871 -1.31745 2.10507
I 0.92011 -3.59571 0.23738
H -1.82081 -0.53684 -1.54512
H -0.30371 -1.56796 -1.63678
I 1.78078 2.39994 1.64136
H 2.81713 3.41892 0.91266
```

Values from the calculation:
- SMILES = C=C(I)C(=O)I.I
- orbital gap (eV) = 9.197
- HOMO energy (eV) = -9.62

On energetic grounds, two is preferred over the next structure by 0.0199 hartree.

one:
DFT (ωB97M-V/def2-TZVPD) results for an isolated molecule of C2H8N6.

Structure (XYZ):
```
16
C2H8N6, DFT ωB97M-V/def2-TZVPD
H 0.93567 -2.36761 0.92085
N -0.00050 -1.90152 1.01887
C -0.03634 -0.78602 0.39312
N -0.96798 0.14085 0.66602
N -2.19169 -0.25139 1.31894
C 1.07073 -0.03807 -0.29549
N 2.19979 0.14505 0.29224
H 2.27978 -0.11918 1.39587
N 1.02769 0.36798 -1.73060
N 0.00335 1.30175 -1.40380
H -1.01151 0.86063 -0.14599
H -2.70852 -0.94485 0.39456
H -1.92803 -0.61599 2.28503
H 2.00754 0.70253 -1.81455
H 0.05028 2.22160 -1.03571
H -0.73026 1.28425 -2.25935
```

Values from the calculation:
- SMILES = [H]/N=C(NN)\C(=N/[H])NN
- orbital gap (eV) = 9.479
- HOMO energy (eV) = -8.83

two:
DFT (ωB97M-V/def2-TZVPD) results for a structure of composition C2H8N6.

Structure (XYZ):
```
16
C2H8N6, DFT ωB97M-V/def2-TZVPD
C -0.29415 0.43001 0.06921
C 2.46920 -0.12949 -1.63501
H -1.76355 -2.35980 0.36118
H -2.33925 -1.60990 -1.08592
H -2.25414 -0.21611 1.02193
H 0.47432 -1.21881 -1.07886
H 2.16998 -0.82015 -2.47456
H 3.79195 -0.11196 -1.25223
H 0.32935 1.90100 2.69690
H -0.88707 2.61898 2.25041
N -1.47568 -1.55041 -0.32008
N -1.52251 -0.29893 0.32760
N 0.21096 0.15304 -1.24246
N 1.56793 0.43622 -0.88796
N 0.16702 1.21536 0.99643
N -0.64436 1.56094 2.25343
```

Values from the calculation:
- orbital gap (eV) = 8.598
- HOMO energy (eV) = -8.17

On energetic grounds, one is preferred over the next structure by 0.1223 hartree.

one:
DFT (ωB97M-V/def2-TZVPD) results for a cluster of 2 separate species, C4H8N4O4 in total.

Structure (XYZ):
```
20
C4H8N4O4, DFT ωB97M-V/def2-TZVPD
H 0.88365 -1.47212 -0.44309
N 1.10545 -0.48903 -0.46455
C 2.29893 -0.26195 -0.20251
N 2.93856 0.96912 -0.16469
N 4.22548 0.83576 0.14945
N 4.48155 -0.36353 0.32132
O 3.31387 -1.12195 0.11391
H 2.53345 1.81375 -0.31566
C -2.90560 -0.04458 0.83042
O -2.62149 -1.17042 0.04457
C -1.29191 -1.11009 -0.39860
O -1.04994 0.07024 -1.11965
C -1.34682 1.18018 -0.32040
O -2.67721 1.14668 0.12604
H -2.27432 -0.06090 1.74414
H -3.96935 -0.08100 1.08861
H -0.64619 -1.16500 0.47649
H -1.12275 -1.94986 -1.07511
H -1.22096 2.07580 -0.93652
H -0.65439 1.19890 0.54582
```

Values from the calculation:
- SMILES = [H]/N=c1/[nH]nno1.C1OCOCO1
- orbital gap (eV) = 10.281
- HOMO energy (eV) = -9.73

two:
DFT (ωB97M-V/def2-TZVPD) results for a cluster of 2 separate species, C4H8N4O4 in total.

Structure (XYZ):
```
20
C4H8N4O4, DFT ωB97M-V/def2-TZVPD
C 0.78492 -1.16015 -0.44894
O 0.93520 -1.51049 0.91427
C 0.86223 -0.52447 1.80359
N 0.66880 0.68705 1.47400
O 0.56807 1.62786 2.46636
C 0.62300 1.20087 3.82580
H 0.63502 -2.13322 -0.91487
H -0.08563 -0.51128 -0.59149
H 1.69498 -0.66414 -0.83083
H 0.99329 -0.89603 2.81272
H -0.21534 0.51622 4.08447
H 1.59514 0.74955 4.07040
H 0.47515 2.10190 4.41974
O -2.06389 -1.27361 -2.64258
C -1.72334 -0.06422 -3.05046
N -2.06647 0.35931 -4.33173
N -1.16014 1.14852 -4.66396
O -0.38525 1.39684 -3.60879
N -0.83162 0.71270 -2.53196
H -1.30412 -1.76321 -2.25575
```

Values from the calculation:
- SMILES = CO/C=N/OC.Oc1nnon1
- orbital gap (eV) = 9.430
- HOMO energy (eV) = -9.16

On energetic grounds, one is preferred over the next structure by 0.0776 hartree.